80
Properties=species:S:1:pos:R:3:forces:R:3:mulliken_charge:R:1 method="wB97M-V/def2-TZVPD" lumo_ev=0.3503 smiles="CCOC(=O)C(F)(F)F.CCOC(=O)C(F)(F)F.CCOC(=O)C(F)(F)F.CCOC(=O)C(F)(F)F.ClCCCl.ClCCCl.ClCCCl" e_tot_ev=-147459.182 homo_ev=-10.2 relative_energy_ev=0.579 multiplicity=1
Cl 0.658620 -6.122235 3.397628 0.0125 0.0575 -0.0142 -0.17
Cl 0.244822 -0.245065 5.640810 0.0077 0.1781 0.2144 -0.16
Cl 0.778591 -3.162764 0.872152 0.2211 0.0319 0.2915 -0.17
Cl -0.197669 -9.022771 2.302851 -0.1794 -0.4805 0.2151 -0.18
Cl -1.469565 -2.851434 4.428089 -0.0428 -0.3074 -0.0674 -0.14
Cl 1.971781 -0.285970 2.579208 0.4151 0.3055 -0.0027 -0.25
F 2.873960 -3.375363 -1.519312 0.1764 0.2144 -0.1521 -0.18
F -3.115229 -2.716454 -0.075348 -0.1574 -0.0231 -0.0628 -0.22
F 1.000249 7.555683 -1.289255 0.1097 0.2363 0.1921 -0.27
F 2.368255 4.012085 -0.644324 -0.2597 -0.2101 0.1995 -0.19
F 3.366787 3.174400 -2.346694 -0.5898 -0.1337 0.0606 -0.30
F 3.904503 -3.323510 -3.412697 0.4752 -0.0709 0.3285 -0.26
F -3.716036 -3.087929 -2.118834 -0.2396 -0.0205 -0.0443 -0.27
F 5.024857 -3.123114 -1.491183 -0.2273 -0.5290 -0.5922 -0.25
F 2.881970 1.899218 -0.684598 -0.4181 0.1753 0.2776 -0.19
F -0.986638 7.194693 -2.056959 -0.1839 0.1432 -0.2910 -0.27
F -2.685354 -1.258947 -1.605934 -0.1093 -0.0524 -0.0165 -0.24
F 0.517132 5.653026 -2.136245 -0.1000 -0.4158 -0.0251 -0.18
O -0.071306 5.043843 0.383474 0.1489 0.4177 -0.9530 -0.12
O 2.802362 -0.628193 -2.116554 -0.3100 -0.7526 0.0549 -0.52
O 0.887382 2.946162 -3.243321 0.8825 0.7117 -0.4182 -0.20
O 0.263877 1.962042 -1.334587 -0.0598 0.1592 0.0281 -0.53
O 4.990633 -0.762920 -2.446344 0.4800 -1.1171 -0.4793 -0.29
O -5.448998 -1.657633 0.233080 0.6292 -0.6530 0.3423 -0.22
O -5.363589 -0.653822 -1.767619 0.2478 -0.0508 -0.1223 -0.53
O -1.118709 6.997966 0.632923 -0.5949 0.8669 0.4129 -0.52
C -0.468340 6.247780 -0.013598 0.3903 -1.1080 0.6795 0.27
C 1.050708 2.574006 -2.005852 -0.7265 -0.9284 0.5444 0.45
C -0.477987 -2.839156 5.903174 0.2190 0.0318 0.2438 -0.45
C -3.599491 -2.147203 -1.185093 0.8111 -0.0241 0.2286 1.00
C 3.901161 -2.829015 -2.165833 -0.2431 0.3912 0.5169 0.84
C 0.270437 3.328556 1.938151 0.2417 -0.0721 0.1149 -0.80
C 5.136524 0.659938 -2.587351 -0.0927 0.0950 0.5604 0.31
C 2.417634 2.918935 -1.405368 1.4926 0.5370 -0.6895 0.76
C -4.915013 -1.399213 -0.945869 -0.9181 0.5728 -0.1560 0.27
C -0.694758 -6.313449 2.255304 -0.4632 -0.4211 0.0024 -0.08
C -6.536928 -0.872786 0.691134 -1.0505 1.0824 1.3948 -0.22
C 3.800053 -1.289597 -2.228207 -0.1078 1.5470 -0.1780 0.34
C 0.737940 -1.959157 5.744373 0.0558 0.3159 0.2039 -0.47
C -0.542953 -7.569209 1.391651 0.7316 1.2424 -0.7150 -0.44
C -0.366455 4.689936 1.744229 0.0270 -0.3436 0.3387 -0.40
C 6.574115 0.930259 -2.978597 -0.2992 -0.5360 -0.4013 -1.36
C 0.094432 -1.543551 1.136812 -0.6819 0.8758 -1.4083 -0.02
C 1.089544 -0.408751 1.039998 0.5120 -0.3050 -0.1932 1.28
C -0.438161 3.376900 -5.236067 0.9944 -0.9798 -0.3845 -1.24
C -7.383836 -1.653060 1.693264 0.2107 -1.0061 -0.4656 -1.15
C -0.332178 2.647318 -3.909734 -1.3986 0.0189 -0.3558 -0.19
C 0.029800 6.648254 -1.398426 0.1310 0.0953 -0.3841 0.90
H -0.575066 4.450275 -5.154975 -0.3475 -0.0453 0.0459 0.29
H 0.682080 0.563077 0.762150 -0.6168 -0.1240 0.6018 -0.65
H -0.509472 -1.549369 2.037412 0.2069 0.0307 0.1603 0.24
H -1.122865 -2.477704 6.701231 0.0794 0.2002 -0.0320 0.34
H 6.735762 0.649279 -4.021261 -0.1192 0.3269 -0.1051 0.34
H -6.163810 -0.008574 1.247358 0.4752 0.0724 -0.3773 0.26
H -1.617707 -6.342642 2.830644 0.0831 -0.0328 0.1380 0.29
H -6.887383 -1.935455 2.622439 0.4589 0.2170 -0.1849 0.30
H -0.554782 -1.367324 0.274957 -0.2566 -0.2740 0.1540 0.01
H -1.198769 2.833869 -5.799195 -0.4956 0.6050 0.0925 0.38
H 0.014543 5.486794 2.384611 0.0877 -0.1609 0.0799 0.38
H -0.703164 -5.414844 1.643245 -0.0039 -0.0934 -0.1535 -0.04
H -0.439608 1.571380 -4.052411 0.3900 -0.0538 0.0422 0.37
H 0.296891 -7.386457 0.718020 0.1602 -0.2072 0.1685 0.27
H 7.261803 0.275043 -2.445153 -0.0379 0.3443 0.4719 0.34
H -1.205983 2.935665 -3.320271 0.3229 0.0584 0.4464 0.26
H 6.777991 1.987471 -2.827050 0.2708 -0.0538 -0.0249 0.38
H 1.375957 -2.078096 6.620373 -0.0612 0.1269 0.0264 0.35
H -7.147307 -0.474872 -0.115583 0.1202 -0.3210 -0.2700 0.34
H 4.422265 1.059016 -3.306670 -0.0174 -0.1952 -0.0742 0.25
H -7.649377 -2.595812 1.207493 -0.3888 0.0384 0.1571 0.32
H 1.358318 3.348751 1.862126 -0.0090 0.2502 -0.0946 0.24
H 0.442746 3.199368 -5.861068 0.2167 0.1330 0.2798 0.32
H 1.782294 -0.548573 0.208239 0.2174 -0.5028 0.2897 -0.37
H 1.347556 -2.118410 4.858279 -0.2568 -0.4168 -0.0893 0.26
H 0.057887 2.888293 2.912178 -0.2675 0.1103 -0.0106 0.51
H -8.279401 -1.121536 2.008354 -0.0452 0.1703 -0.4030 0.38
H 4.872507 1.066926 -1.612941 0.1741 0.2222 -0.0571 0.01
H -1.381667 -7.723266 0.714810 -0.3398 -0.0111 0.4234 0.36
H -1.447340 4.642618 1.888236 0.0097 0.0601 -0.1317 0.28
H -0.166795 -3.839768 6.205185 -0.0810 -0.1587 -0.5297 0.28
H -0.087060 2.666188 1.150701 -0.0989 -0.0775 0.0862 -0.04

74
Properties=species:S:1:pos:R:3:forces:R:3:lowdin_spin:R:1 method="wB97M-V/def2-TZVPD" lumo_ev="-0.6007 / -0.6619" e_tot_ev=-118059.684 homo_ev="-7.5 / -7.5" relative_energy_ev=3.773 multiplicity=2 s2=1.249
Te -0.062478 4.466778 -0.160121 0.1930 -0.3343 -0.0888 0.00
Co -1.208531 -0.072482 0.155819 0.3505 -0.2906 0.0677 0.83
S -1.742194 1.686462 -1.583863 0.1505 0.3947 -0.5559 0.01
Si 3.350814 -0.054027 -0.867173 0.1678 -0.1782 0.1493 0.00
F 1.792021 4.031619 -0.589261 0.0252 0.1061 0.0610 0.00
F -1.994853 5.109117 -0.179893 0.1633 0.0786 0.2053 0.00
F -0.278018 4.281978 -2.097776 -0.1029 -0.0126 -0.0097 0.00
F 0.326798 6.237593 -0.550951 0.0156 0.0356 -0.0001 0.00
F 0.660422 4.991838 1.649458 -0.2941 -0.0189 -0.0277 0.00
O -0.385671 1.426405 -0.854910 -0.2858 -0.1869 0.1605 -0.02
O -4.045478 0.841558 0.416659 -0.0430 -0.0354 -0.0086 0.00
N -0.324347 -0.988842 -1.895004 -0.1067 -0.2051 -0.0122 -0.01
N -1.034464 -0.489874 -2.977481 0.1453 -0.0154 -0.0211 0.01
N 2.201800 -1.293511 -0.326975 -0.2772 0.2700 -0.1482 0.00
N -2.627761 0.897587 -3.909337 0.1512 0.1728 -0.1041 0.01
N -3.848372 2.797139 1.563926 -0.0330 -0.0180 0.0088 0.00
N -0.075616 1.699116 2.514218 0.0788 -0.0098 -0.1575 0.00
N -2.043129 1.273518 1.403653 -0.0757 0.0808 0.0101 -0.01
N 0.725466 -2.592477 0.185017 0.1092 0.0498 0.0395 0.00
N -1.415303 -1.447580 1.278628 -0.1641 0.5505 -0.0511 0.15
C -3.357496 1.573134 1.104662 0.1076 0.0294 -0.0263 0.00
C 1.624460 -1.275944 2.134313 -0.0802 0.0620 0.0149 0.00
C 1.475486 -2.362501 -1.043424 -0.0556 -0.0673 -0.0263 0.00
C -3.088227 3.618202 2.324496 0.0315 0.0223 0.0197 0.00
C -1.320966 2.064416 2.197757 -0.0318 -0.0515 0.1260 0.00
C -1.846341 3.279626 2.717184 0.0077 0.0230 -0.0640 0.00
C -1.774215 0.625512 -2.905159 -0.1065 -0.1322 0.3454 0.02
C 2.280608 -3.574619 -1.418178 -0.0300 -0.0449 -0.0063 0.00
C 2.819813 0.711666 -2.481269 -0.0373 -0.0760 0.0608 0.00
C 1.498528 -1.624961 0.840443 0.1909 -0.1600 -0.0134 -0.01
C 0.309283 -3.847234 0.598483 0.0370 -0.1030 -0.0054 0.00
C 4.973837 -0.944682 -1.150630 -0.0108 0.0453 -0.0246 0.00
C 0.586838 -1.834427 -2.193423 -0.0651 0.0129 0.0306 0.00
C 3.495352 1.212237 0.477807 -0.0484 0.0003 -0.0653 0.00
C -2.862990 -2.679838 2.795698 0.0074 -0.0571 -0.0216 0.01
C -1.548185 -2.057374 2.365297 0.1241 0.0162 0.1016 0.01
C 1.893458 -4.770279 -0.965872 0.0127 -0.0002 -0.0254 0.00
C 0.840610 -1.774577 3.248993 0.0164 -0.0893 -0.0392 -0.01
C -0.442268 -2.182028 3.350227 -0.0205 0.0815 -0.0065 0.01
C 0.782833 -4.928931 -0.033785 -0.0022 0.0097 0.0063 0.00
C -5.143130 3.259242 1.072219 0.0099 -0.0161 0.0135 0.00
C 0.841926 -2.326411 -3.588375 0.0951 0.0664 -0.0146 0.00
H -1.234065 3.942536 3.305535 0.0147 0.0207 -0.0032 0.00
H 3.655366 1.315951 -2.845242 -0.0243 0.0100 -0.0042 0.00
H 5.247588 -1.548640 -0.283339 0.0019 0.0087 -0.0010 0.00
H 3.168711 -3.449504 -2.025513 0.0105 0.0046 0.0244 0.00
H -5.673806 3.761837 1.878447 0.0072 0.0128 -0.0063 0.00
H 0.298210 0.831540 2.149087 0.0229 0.0032 -0.0093 0.00
H 1.412564 -1.828761 4.171928 -0.0209 0.0190 0.0045 0.00
H -2.757453 -3.756787 2.953450 -0.0048 -0.0133 0.0025 0.00
H -0.912837 -0.937343 -3.873922 0.0348 0.0412 -0.0366 0.00
H 0.561294 2.403028 2.853103 -0.0126 -0.0279 0.0175 0.00
H 2.491689 -0.671352 2.370549 -0.0150 0.0171 0.0067 0.00
H -0.082450 -2.617612 -4.093779 -0.0019 -0.0395 0.0083 0.00
H -2.881219 1.865512 -4.036689 -0.0212 -0.0300 -0.0026 0.00
H -2.656997 0.323914 -4.736126 -0.1032 -0.1169 0.1055 0.00
H 1.345421 -1.564912 -4.190613 -0.0694 0.0099 -0.0079 0.00
H 0.424073 -5.913874 0.223902 -0.0021 0.0008 -0.0039 0.00
H -3.540912 4.562598 2.592416 0.0088 0.0015 -0.0043 0.00
H 4.921495 -1.605320 -2.020321 0.0046 -0.0112 0.0160 0.00
H -3.622464 -2.494417 2.040025 0.0029 -0.0010 -0.0031 0.00
H 4.011520 2.090145 0.084218 0.0617 -0.0072 0.0210 0.00
H 1.967419 1.375097 -2.344025 -0.1274 0.0409 0.0031 0.00
H -5.710382 2.397495 0.739358 -0.0024 0.0004 0.0004 0.00
H -3.186851 -2.247257 3.745547 -0.0047 -0.0018 -0.0052 0.00
H 1.474198 -3.208178 -3.561762 -0.0049 0.0122 -0.0213 0.00
H 2.459037 -5.652615 -1.240122 0.0012 -0.0001 0.0024 0.00
H 2.597606 -0.024556 -3.258702 0.0145 0.0371 0.0397 0.00
H -0.737315 -2.570420 4.320758 -0.0152 0.0197 0.0084 0.00
H -0.385187 -3.868877 1.426253 0.0656 -0.0689 -0.0912 0.00
H -4.994685 3.949626 0.241755 -0.0149 -0.0045 -0.0081 0.00
H 2.511348 1.566066 0.779257 -0.1213 0.0362 0.0653 0.00
H 5.779273 -0.230250 -1.336380 0.0067 0.0015 -0.0019 0.00
H 4.039491 0.843183 1.348847 -0.0117 0.0198 -0.0125 0.00

63
Properties=species:S:1:pos:R:3:forces:R:3:mulliken_charge:R:1 method="wB97M-V/def2-TZVPD" lumo_ev=0.6568 smiles="CCOC(=O)C1=C(C)NC(C)=C(C(=O)OCC)C1C(=O)OCC(=O)N1CCC(C)CC1" e_tot_ev=-40647.854 homo_ev=-8.0 relative_energy_ev=0.168 multiplicity=1
O 1.064684 5.083236 0.973989 -0.2204 -0.0027 -0.1028 -0.71
O 0.097840 4.128826 -0.809294 0.2305 -0.2252 -0.1177 -0.27
O -0.997610 -1.258645 -0.843257 0.1823 0.0459 -0.2744 -0.75
O 3.221262 -0.749417 -2.724293 -0.1855 0.0218 -0.0800 -0.74
O 1.290223 0.366741 -2.916111 -0.1623 0.2584 0.2310 -0.21
O 1.011670 -0.120447 0.464125 0.1044 -0.4114 0.0718 -0.19
O -0.538929 1.491753 0.477584 -0.1108 -0.0322 0.0702 -0.71
N -2.047216 -2.017037 0.995639 -0.3815 -0.0956 -0.0205 0.13
N 3.952578 1.912032 0.586387 0.1360 -0.0906 0.1974 -0.02
C 0.135130 -0.916015 1.238493 -0.2234 0.1943 -0.0213 -0.98
C 2.463263 0.112483 -2.326946 0.5547 -0.3258 -0.1185 0.39
C -0.620624 -0.486288 -4.053888 0.3757 0.1487 0.1908 -0.88
C 5.038093 0.179344 -0.683405 -0.0556 -0.1154 -0.1416 -1.84
C 3.660069 4.032993 1.686826 -0.1259 0.1326 0.0005 -1.78
C -2.000387 4.695341 0.269621 0.3368 -0.0446 -0.1780 -1.00
C -3.468252 -5.964006 1.922709 -0.0958 0.3102 0.0440 -1.69
C -3.284411 -4.019767 0.327511 -0.2179 0.2743 0.2715 -0.77
C 1.021613 4.184146 0.158936 0.1689 0.4152 0.2860 0.14
C 1.953864 3.052080 0.079709 0.2293 -0.3835 -0.1535 -0.96
C -1.022579 -1.417262 0.359400 0.2768 0.1710 0.2764 1.13
C 3.825328 1.018892 -0.456450 -0.2091 -0.1396 -0.5110 0.97
C -0.950840 5.090000 -0.760091 -0.3760 0.4353 0.1881 -0.33
C -2.209111 -3.877457 2.563742 -0.3304 0.2569 0.0388 -0.80
C 0.895550 -0.484442 -3.987871 -0.1301 -0.5083 -0.4070 -0.34
C 0.522411 1.073314 0.099226 -0.0591 0.2865 -0.1427 0.35
C -2.133532 -2.357082 2.396173 0.2350 -0.2051 0.2707 -0.84
C -3.401368 -4.445872 1.791833 0.3091 -0.2962 -0.1405 0.58
C 1.516905 1.860245 -0.753208 0.0142 -0.1078 0.1204 1.43
C -3.175665 -2.500676 0.222341 -0.0106 -0.1616 -0.4701 -0.95
C 2.683061 0.998799 -1.176378 0.0871 0.4731 0.1855 -1.19
C 3.118919 2.993021 0.761767 -0.3646 0.3467 -0.1130 1.15
H -1.016543 -0.791111 -3.089384 -0.0895 -0.0518 0.0134 0.08
H 5.262141 -0.393090 0.216226 0.0435 -0.0374 0.1116 0.39
H -0.988097 0.510468 -4.282910 -0.1061 0.0941 -0.0676 0.29
H -3.560202 -6.254533 2.966674 -0.0055 -0.1043 0.1097 0.41
H 2.958486 4.854453 1.779117 0.0985 -0.0379 0.0525 0.37
H -4.320640 -4.017110 2.207808 -0.0018 0.0505 0.0005 0.20
H -2.295199 -4.118275 3.624479 0.0325 -0.0443 0.0595 0.41
H -1.588967 4.793525 1.270822 -0.0273 0.0075 0.0823 0.29
H -2.568650 -6.421291 1.516814 0.1176 -0.0816 -0.0522 0.37
H -3.024443 -2.190283 -0.812084 -0.0914 0.0181 0.1639 0.36
H -0.255886 -0.315055 2.067384 0.0704 -0.2063 -0.0710 0.44
H -2.872100 5.337139 0.176521 -0.1059 0.0760 0.0010 0.42
H -1.279356 -1.965454 2.944236 -0.0505 0.0746 -0.0094 0.45
H -3.044359 -1.901748 2.805477 0.1007 0.0230 0.0538 0.28
H 4.838319 1.930031 1.070955 -0.1383 0.0210 -0.1077 0.35
H -4.154232 -4.358972 -0.236380 -0.0222 -0.0557 -0.0593 0.41
H -0.955505 -1.177128 -4.822605 -0.0408 -0.0534 -0.1106 0.43
H -4.325589 -6.355008 1.380309 -0.0840 -0.1100 -0.0551 0.41
H 3.824926 3.597192 2.671849 0.0444 -0.0475 0.0927 0.37
H 0.961313 2.212316 -1.625959 0.1058 -0.1163 0.2491 0.89
H -0.529613 6.073697 -0.523782 -0.0808 -0.1528 -0.1343 0.30
H -4.088348 -2.031659 0.607266 0.0097 0.0037 -0.0195 0.40
H 4.613126 4.408792 1.314502 0.0979 -0.0209 -0.0251 0.39
H 5.896515 0.811782 -0.910436 0.0688 0.0666 0.0275 0.42
H 1.341098 -0.107050 -4.917052 -0.0025 -0.0860 0.1646 0.28
H -1.287757 -4.325926 2.185954 0.0834 -0.0480 0.0043 0.27
H 4.868487 -0.504621 -1.507356 0.0841 0.0138 0.0811 0.38
H -2.288016 3.658567 0.114408 -0.0925 -0.0614 -0.0057 0.18
H -1.370505 5.096522 -1.768404 0.0905 0.0180 0.1105 0.35
H 1.287750 -1.489821 -3.800869 -0.0551 0.1989 -0.0715 0.35
H 0.734847 -1.751342 1.605247 -0.0857 0.0761 0.0235 0.45
H -2.394940 -4.473842 -0.113645 0.0507 -0.0513 -0.0633 0.27